A 12-piece molecular cluster, C36H94BBr2O48P10 overall, computed with the ωB97M-V functional and the def2-TZVPD basis.

```
191
Properties=species:S:1:pos:R:3:forces:R:3
O -1.314884 -2.441675 0.569360 1.847 4.552 -0.006
C -0.941574 -1.236745 0.584940 -0.721 -3.782 -0.931
O 0.204456 -0.746055 0.038420 -1.325 -1.265 0.401
B 0.202826 0.695645 0.180020 -0.472 0.329 0.571
O -1.090784 1.029305 0.874920 0.975 1.479 -0.481
C -1.774274 -0.033545 1.079770 -2.992 -2.739 1.185
O -2.899864 -0.214465 1.546540 2.557 1.016 -0.867
O 0.331586 1.387595 -1.104440 -0.032 0.109 -0.299
C 1.478886 2.060425 -1.132400 0.191 1.187 -2.649
O 1.894776 2.676825 -2.118860 -0.808 -1.323 2.411
C 2.145446 1.838465 0.227850 2.626 0.881 -0.796
O 1.369576 1.116825 0.949990 -0.960 -0.632 1.176
O 3.275276 2.180415 0.485070 -0.756 0.018 0.039
Br 0.484446 -5.166165 -2.186520 0.376 -0.065 -0.342
C 1.094076 -3.324975 -2.415200 -0.921 -0.078 1.081
C 0.469246 -2.910595 -3.709320 0.409 -0.246 0.098
Br 0.827236 -0.915085 -4.158390 -0.368 -1.094 0.282
H 2.179786 -3.324245 -2.318530 -0.241 0.223 -0.193
H 0.552246 -2.888225 -1.576290 0.624 0.553 0.053
H -0.619834 -2.878405 -3.678170 -0.176 0.107 0.097
H 0.801246 -3.586755 -4.497160 0.071 0.757 -0.637
C -6.707914 2.117405 -2.929670 -0.715 -1.459 -0.057
O -5.810074 3.012675 -2.305750 0.818 1.138 0.672
P -4.353444 2.552425 -1.801300 0.011 0.643 -1.390
O -4.363044 1.318515 -0.975460 0.610 1.198 -0.946
O -3.603174 2.361845 -3.263960 0.128 -0.454 2.755
C -3.485434 3.410145 -4.239200 -0.808 -0.929 -0.609
O -3.721824 3.942755 -1.165970 -1.890 -2.128 -1.179
C -2.402114 3.872775 -0.659300 0.985 0.029 0.800
H -6.207394 1.206095 -3.256920 0.097 -0.064 0.118
H -7.264284 2.472995 -3.796910 0.700 0.959 -0.097
H -7.518284 1.836065 -2.257170 0.307 -0.061 0.454
H -3.977814 4.335235 -3.939410 0.448 0.036 0.111
H -4.054624 2.964995 -5.055270 0.029 0.553 -0.455
H -2.447434 3.486305 -4.563010 -0.163 0.469 0.376
H -1.848984 4.739485 -1.021190 -0.024 -0.146 -0.231
H -1.878544 2.941575 -0.875710 -0.069 0.007 -0.477
H -2.386994 3.919155 0.429610 -0.411 0.121 0.077
C -2.497274 -0.825675 -2.768170 -0.172 0.500 0.814
O -2.640454 -2.172375 -2.367020 -0.020 -0.187 -0.152
P -3.976684 -3.030375 -2.654590 -2.666 -1.509 -0.581
O -4.394064 -3.082445 -4.116470 0.965 0.614 3.474
O -3.619514 -4.523475 -2.043310 -0.782 2.478 0.183
C -2.878194 -5.449075 -2.817370 0.985 0.273 -0.296
O -5.067764 -2.421175 -1.558260 1.289 -1.371 -4.359
C -4.753204 -2.253185 -0.205900 0.553 0.037 0.937
H -1.953064 -0.782815 -3.711620 0.765 0.012 -0.510
H -2.008484 -0.286205 -1.956900 0.366 -0.113 -0.234
H -3.386494 -0.231995 -2.980090 -0.578 -0.528 0.028
H -3.524894 -6.160775 -3.330560 0.064 0.290 -0.121
H -2.147814 -5.967075 -2.195830 -0.592 -0.193 0.443
H -2.215114 -4.866265 -3.456720 -0.293 -0.345 -0.773
H -5.314094 -2.994795 0.362880 0.137 0.050 0.170
H -5.053814 -1.240255 0.061880 0.210 -0.090 0.185
H -3.679314 -2.405805 -0.098300 -0.082 0.179 0.697
C 6.374846 2.884645 -1.580200 0.132 0.019 0.796
O 6.827126 2.056685 -2.663360 0.143 0.698 -1.687
P 6.938616 2.673825 -4.163960 0.897 -0.248 -0.210
O 7.209096 1.631105 -5.200730 -0.362 1.457 1.572
O 5.561076 3.486865 -4.423580 -0.198 -0.401 0.129
C 4.372356 2.796605 -4.964740 0.620 0.559 0.112
O 8.097686 3.870805 -4.011900 -2.508 -1.259 0.271
C 8.275886 4.855685 -5.032500 0.381 -0.326 -1.136
H 5.899576 3.797065 -1.940370 0.112 -0.037 0.161
H 7.197046 3.085595 -0.893400 0.318 0.424 -0.488
H 5.701556 2.329565 -0.927000 -0.441 -0.201 -0.559
H 4.603656 1.737985 -5.082720 -0.110 0.146 -0.343
H 4.080146 3.319025 -5.875670 0.519 -0.353 -0.352
H 3.480576 2.928185 -4.351940 0.465 -0.013 0.817
H 9.344676 4.841565 -5.246020 -0.077 0.235 -0.052
H 7.947836 5.877995 -4.844480 -0.038 -0.179 1.039
H 7.749586 4.616625 -5.956600 0.019 -0.477 -0.040
C -7.369214 4.377835 5.492540 0.405 1.235 2.193
O -7.290724 4.006765 4.158550 0.159 -1.428 -1.721
P -6.510744 2.658625 3.776220 0.802 -0.322 -1.232
O -6.239424 1.738855 4.885820 -0.042 0.375 -0.370
O -7.384514 1.930745 2.622120 0.838 0.328 1.843
C -7.714154 2.607195 1.441470 0.141 0.869 -0.793
O -5.194784 3.218225 2.948170 -2.350 1.164 2.080
C -4.253204 2.307695 2.491810 0.481 -1.665 -1.200
H -7.076464 3.601685 6.199640 0.187 -0.154 -0.310
H -8.342304 4.727075 5.837840 -0.432 -0.279 -0.777
H -6.727664 5.248465 5.628620 0.264 -0.068 0.137
H -7.236004 2.112895 0.595820 -0.384 -0.354 -0.071
H -7.298804 3.614435 1.409030 -0.114 0.196 0.211
H -8.800144 2.674765 1.376830 0.097 -0.147 -0.296
H -4.541894 1.290915 2.758110 0.127 -0.075 -0.158
H -3.221534 2.430875 2.821330 -0.197 0.576 0.578
H -4.229834 2.396475 1.405680 0.006 -0.293 -0.091
C 5.711016 4.406665 2.028640 -0.136 -0.601 1.213
O 5.698486 4.841795 0.647120 -0.359 0.011 0.190
P 5.184246 6.314045 0.370270 -0.236 1.837 -0.403
O 5.850256 7.303495 1.272310 -1.624 -1.070 -1.547
O 3.526206 6.273835 0.458700 2.149 0.035 0.205
C 2.757876 5.324455 -0.295790 -0.086 0.691 -0.684
O 5.467226 6.501405 -1.266080 -0.293 -0.359 1.087
C 5.180146 7.766085 -1.918730 -0.382 1.058 1.334
H 5.662186 5.132855 2.840040 0.293 1.065 -0.796
H 6.616406 3.841885 2.250870 -0.020 -0.072 -0.591
H 4.842576 3.807665 2.302710 -0.103 -0.415 -0.885
H 2.082016 4.796815 0.377190 0.376 -0.210 0.004
H 3.354866 4.689845 -0.950750 0.140 -0.361 0.548
H 2.140806 5.894455 -0.990360 -0.197 0.204 0.060
H 5.709386 8.002245 -2.841890 0.399 -1.082 0.103
H 5.425976 8.580315 -1.237040 0.300 -0.013 0.157
H 4.123516 7.948955 -2.114170 -0.253 -0.728 -0.028
C 1.501106 5.185115 -8.397960 1.229 0.584 0.335
O 0.384426 5.522625 -7.579140 -0.889 -1.248 1.596
P 0.259416 5.020895 -6.038990 0.668 1.549 -1.037
O -0.960374 5.511315 -5.339940 1.695 -0.963 -0.670
O 1.718436 5.550855 -5.465780 -1.953 -0.520 -0.379
C 1.911146 5.713965 -4.057950 0.351 -0.848 0.681
O 0.441166 3.420365 -6.180930 -0.933 1.636 -0.035
C 0.134016 2.622085 -5.041690 1.424 -1.164 -0.353
H 2.102336 6.094165 -8.382510 0.205 -0.096 -0.494
H 1.252306 4.896975 -9.419320 -0.579 0.210 0.230
H 2.141076 4.402905 -7.989680 -0.282 -0.174 0.229
H 1.112016 5.309015 -3.437060 -0.561 0.362 -0.294
H 2.111946 6.751015 -3.789050 -0.068 -0.074 -0.248
H 2.732116 5.061825 -3.759930 0.462 0.344 -0.153
H 1.074516 2.076395 -4.965570 0.077 -0.190 0.920
H -0.585574 1.845865 -5.302040 -0.587 0.459 0.018
H -0.078124 3.153165 -4.113770 -0.146 0.029 -0.233
C -1.629244 -5.415935 0.857520 0.195 1.893 1.423
O -1.295424 -6.739145 1.038680 0.537 -3.677 0.873
P -1.399614 -7.511645 2.521780 0.522 0.666 -1.464
O -1.237534 -6.567735 3.649040 -0.166 -0.894 -0.851
O -2.762894 -8.315415 2.389090 1.507 0.164 -0.009
C -3.968724 -7.961025 3.014950 -1.697 -0.114 0.472
O -0.323174 -8.746055 2.397810 -2.249 1.356 0.107
C 0.960786 -8.471815 1.923660 1.918 0.374 -0.139
H -2.502784 -5.189675 1.468950 -0.118 0.458 -0.109
H -1.804484 -5.068795 -0.160750 -0.076 -0.806 -0.165
H -0.769564 -4.852275 1.219910 -0.224 0.573 0.077
H -4.717624 -7.633265 2.293960 0.319 0.181 -0.422
H -3.934084 -7.185985 3.780600 0.576 -0.115 0.048
H -4.400754 -8.873215 3.426490 0.226 0.034 0.300
H 1.744806 -8.921725 2.532750 -0.418 -0.363 0.513
H 1.227546 -7.415575 1.959780 -0.320 0.195 -0.298
H 1.148326 -8.889765 0.934590 -0.500 0.198 -0.245
C 1.531776 -4.528155 3.559970 0.648 2.267 1.870
O 1.983826 -4.877595 2.295670 1.222 -1.392 -1.769
P 3.562696 -4.632185 1.936540 0.267 -1.033 1.565
O 4.535936 -5.497695 2.710120 -2.015 2.314 -1.657
O 3.544346 -4.884245 0.351980 -0.539 -0.044 0.882
C 3.316676 -6.251995 -0.042380 0.806 -0.472 -0.561
O 3.686996 -3.023465 2.072640 -0.176 -1.521 -0.074
C 2.577766 -2.224245 1.631180 -0.108 0.524 -0.871
H 0.895236 -3.650425 3.448150 -0.691 -0.312 0.009
H 2.377646 -4.082665 4.083560 0.177 -0.142 0.536
H 1.103036 -5.252775 4.252210 -0.148 -0.551 -0.917
H 3.648686 -6.977135 0.700610 0.038 0.267 0.282
H 3.970286 -6.387565 -0.904070 -0.233 -0.138 -0.125
H 2.285526 -6.485525 -0.307500 -0.033 0.498 0.127
H 2.917296 -1.646405 0.771570 0.193 0.313 0.207
H 2.218336 -1.562455 2.419190 0.369 -0.078 0.121
H 1.715016 -2.761225 1.236970 0.143 -0.550 0.327
C -3.466834 -2.766895 3.575320 -0.069 0.269 -0.634
O -4.133044 -3.566825 4.571650 -1.154 -1.261 -0.571
P -5.601804 -4.271905 4.329740 0.090 1.404 1.042
O -5.986684 -5.360405 5.255370 0.695 1.123 -0.558
O -6.569874 -2.928045 4.433570 0.445 -1.860 -0.959
C -6.715834 -2.175645 5.642090 0.658 0.789 0.427
O -5.631444 -4.788465 2.794850 1.347 1.355 1.243
C -6.842764 -5.184345 2.203460 -0.788 0.020 -0.401
H -4.152564 -2.441385 2.793070 -0.047 -0.170 -0.040
H -2.623244 -3.291735 3.126990 -0.248 -0.460 0.023
H -3.028374 -1.847375 3.963040 -0.374 -0.124 0.736
H -6.313454 -2.668355 6.527210 -0.156 -0.353 -0.148
H -7.737664 -1.845725 5.829510 -0.219 -0.671 -0.344
H -6.174924 -1.234645 5.542010 0.264 -0.039 -0.218
H -7.650504 -4.935495 2.891750 -0.336 -0.159 -0.437
H -6.860954 -6.240915 1.936200 0.221 -0.168 0.522
H -6.924314 -4.673975 1.243790 -0.265 0.343 0.165
C 7.585286 -0.976935 2.951690 0.500 -3.366 -0.313
O 7.245976 -0.098175 3.959260 -1.500 1.603 1.196
P 6.047466 -0.359445 5.038860 1.239 -0.133 2.226
O 6.141936 0.563505 6.214830 -0.457 -0.715 -2.252
O 4.657176 -0.477855 4.249480 0.597 1.290 -0.994
C 4.216576 0.660935 3.378670 0.116 -0.632 0.461
O 6.297496 -1.874825 5.519570 -0.573 0.200 -0.501
C 6.091796 -2.376665 6.868470 0.192 0.358 -0.084
H 8.513266 -0.848055 2.394620 -0.101 1.458 0.195
H 6.807246 -1.272835 2.247980 -0.381 0.603 -0.003
H 7.837746 -1.908385 3.458430 -0.152 -0.492 -0.025
H 3.239076 0.967005 3.751370 0.217 0.085 0.034
H 4.115566 0.362135 2.335300 0.037 -0.556 0.223
H 4.920106 1.493075 3.352330 0.050 -0.082 0.517
H 5.318336 -1.854875 7.432020 0.058 0.345 -0.322
H 7.037366 -2.281695 7.402310 -0.089 -0.030 0.003
H 5.791906 -3.423865 6.829150 0.182 0.068 -0.426
```
Forces are in eV/Å.

## Properties
- 2S+1: 2
- HOMO-LUMO gap (spin up / spin down): 7.54 / 2.24 eV
- E: -370805.7484 eV
- ⟨S²⟩: 0.75